The ion C6H11N4O with charge +1 at a distorted geometry. Source: the Open Molecules 2025 dataset; level of theory: wB97M-V/def2-TZVPD.

```
22
Properties=species:S:1:pos:R:3:mulliken_charge:R:1
C -0.73 2.52 -2.53 -0.04
C -0.78 0.85 -1.21 0.61
C 0.52 1.18 -1.48 -0.08
C -1.32 -0.19 -0.33 -0.65
C 0.93 -1.24 0.11 -0.59
C -0.97 -1.54 1.67 -1.05
N -1.54 1.79 -1.85 -0.58
N 2.03 -0.41 0.06 -0.15
N 2.50 0.31 1.06 -0.32
N -0.36 -0.61 0.74 0.07
O 0.52 2.24 -2.32 -0.26
H -1.00 3.40 -3.20 0.34
H -2.28 0.25 0.14 0.31
H -1.53 -1.03 -0.95 0.40
H 0.66 -1.50 -0.83 0.36
H 1.32 -2.17 0.56 0.41
H -1.38 -2.44 1.37 0.45
H -0.38 -1.98 2.46 0.41
H -1.77 -0.95 2.28 0.36
H 3.37 0.89 0.90 0.27
H 2.27 0.30 2.10 0.24
H -0.09 0.30 1.25 0.51
```

The calculation puts the energy above the lowest of the compared OMol25 structures with the same formula, charge and spin at 585.3 kJ/mol. The largest force on an atom comes out at 4.98 eV Å⁻¹. As for the frontier orbital gap (spin up / spin down): 0.269 / 0.342 Eh. Its HOMO energy (spin up / spin down) is -12.13 / -13.13 eV. Its charge is +1.